(1)
{"formula": "C36H69Br2Cl12N2O3S", "method": "ωB97M-V/def2-TZVPD", "elements": ["C", "C", "C", "C", "O", "N", "O", "C", "C", "C", "C", "C", "C", "C", "C", "C", "C", "C", "C", "C", "C", "C", "O", "C", "C", "S", "N", "C", "Br", "C", "C", "Br", "H", "H", "H", "H", "H", "H", "H", "H", "H", "H", "H", "H", "H", "H", "H", "H", "H", "H", "H", "H", "H", "H", "H", "H", "H", "H", "H", "H", "H", "H", "H", "H", "H", "H", "H", "H", "H", "H", "H", "H", "H", "H", "H", "H", "H", "Cl", "C", "C", "Cl", "H", "H", "H", "H", "Cl", "C", "C", "Cl", "H", "H", "H", "H", "Cl", "C", "C", "Cl", "H", "H", "H", "H", "Cl", "C", "C", "Cl", "H", "H", "H", "H", "Cl", "C", "C", "Cl", "H", "H", "H", "H", "Cl", "C", "C", "Cl", "H", "H", "H", "H"], "xyz": [[4.47, 3.49, 4.40], [4.36, 2.49, 3.54], [4.36, 1.35, 2.37], [3.65, 0.05, 3.01], [2.70, 0.36, 4.09], [3.09, -0.93, 2.00], [4.18, -1.36, 1.31], [4.64, -2.68, 1.75], [3.50, -3.63, 2.38], [3.50, -3.63, 4.02], [2.13, -0.16, 1.16], [1.30, -1.19, 0.20], [2.08, -1.72, -1.10], [1.67, -0.94, -2.49], [0.07, -0.88, -2.75], [-0.71, -2.28, -2.53], [-1.78, -2.26, -1.31], [-2.78, -0.99, -1.33], [-2.79, -0.21, 0.12], [-4.14, -0.47, 0.97], [-4.10, 0.25, 2.45], [-4.74, 1.73, 2.45], [-3.68, 2.74, 2.22], [-4.19, 3.81, 1.36], [2.73, 1.14, 0.41], [1.22, 2.25, 0.09], [3.71, 1.97, 1.18], [4.82, 2.59, 0.34], [4.21, 4.04, -0.87], [5.71, 1.52, -0.48], [5.81, 1.75, -2.07], [7.60, 1.47, 0.25], [4.78, 4.36, 5.10], [5.48, 1.08, 2.23], [4.50, -0.54, 3.56], [2.04, 1.03, 3.79], [5.21, -3.26, 0.91], [5.44, -2.52, 2.59], [3.79, -4.72, 2.08], [2.45, -3.46, 1.95], [3.30, -4.71, 4.38], [4.55, -3.34, 4.45], [2.65, -2.98, 4.47], [1.32, 0.26, 1.90], [1.07, -2.12, 0.87], [0.28, -0.69, 0.00], [3.23, -1.66, -1.05], [1.82, -2.84, -1.28], [2.06, 0.17, -2.48], [2.15, -1.43, -3.42], [-0.33, 0.00, -2.09], [-0.14, -0.55, -3.85], [-1.29, -2.51, -3.51], [-0.02, -3.20, -2.35], [-1.29, -2.35, -0.27], [-2.44, -3.21, -1.44], [-3.89, -1.34, -1.47], [-2.55, -0.21, -2.15], [-2.71, 0.95, -0.02], [-1.89, -0.56, 0.78], [-4.33, -1.60, 1.19], [-5.08, -0.03, 0.45], [-4.70, -0.37, 3.23], [-3.02, 0.35, 2.86], [-5.60, 1.85, 1.67], [-5.23, 2.01, 3.48], [-4.04, 3.46, 0.27], [-3.66, 4.81, 1.55], [-5.33, 3.99, 1.48], [3.06, 0.82, -0.64], [0.76, 2.04, -1.20], [3.17, 2.80, 1.54], [5.53, 3.09, 1.11], [5.31, 0.44, -0.28], [4.81, 1.69, -2.63], [6.43, 2.71, -2.32], [6.46, 0.88, -2.48], [-4.01, -4.56, -0.30], [-5.46, -4.66, -1.34], [-6.26, -3.37, -1.32], [-7.05, -3.10, 0.26], [-6.05, -5.51, -1.01], [-5.10, -4.86, -2.36], [-7.06, -3.42, -2.06], [-5.64, -2.50, -1.54], [-1.15, 2.24, -2.91], [0.01, 2.41, -4.25], [-0.63, 2.99, -5.50], [-1.79, 1.85, -6.25], [0.45, 1.42, -4.45], [0.80, 3.07, -3.90], [0.13, 3.20, -6.25], [-1.16, 3.92, -5.28], [6.63, 6.03, 6.20], [7.79, 6.20, 4.85], [7.14, 6.79, 3.61], [5.98, 5.67, 2.86], [8.22, 5.22, 4.65], [8.59, 6.86, 5.20], [7.91, 7.00, 2.86], [6.62, 7.72, 3.84], [-6.87, 1.90, 5.84], [-7.30, 3.58, 5.46], [-8.48, 3.67, 4.51], [-8.07, 3.09, 2.87], [-6.42, 4.07, 5.04], [-7.55, 4.07, 6.40], [-8.80, 4.71, 4.40], [-9.33, 3.09, 4.87], [-3.36, -8.70, 2.40], [-2.20, -8.54, 1.06], [-2.85, -7.97, -0.19], [-4.00, -9.10, -0.93], [-1.77, -9.53, 0.87], [-1.41, -7.88, 1.41], [-2.08, -7.77, -0.94], [-3.37, -7.04, 0.02], [-0.49, -1.69, -8.95], [-0.92, -0.01, -9.33], [-2.10, 0.08, -10.28], [-1.69, -0.48, -11.91], [-0.04, 0.49, -9.74], [-1.17, 0.47, -8.38], [-2.42, 1.12, -10.37], [-2.95, -0.50, -9.92]], "lowdin_charge": [0.0831, -0.0281, -0.1494, -0.2383, -0.0218, -0.1033, -0.1808, -0.1564, -0.2069, -0.1216, -0.2513, -0.1149, -0.1677, -0.1938, -0.2366, -0.1827, -0.2226, -0.1742, -0.1913, -0.2009, -0.1576, -0.2290, -0.2589, -0.1292, -0.4624, 0.7761, -0.1226, -0.6301, 0.7642, -0.6880, -0.2186, 0.6770, 0.0173, 0.1457, 0.1838, 0.1029, 0.1399, 0.1202, 0.1162, 0.0960, 0.0771, 0.0810, 0.0799, 0.1479, 0.1253, 0.0870, 0.1049, 0.1150, 0.0858, 0.1184, 0.0390, 0.1030, 0.1217, 0.1040, 0.0959, 0.0222, 0.0881, 0.0759, 0.1067, 0.0996, 0.0970, 0.1128, 0.1187, 0.1119, 0.0986, 0.0809, 0.0924, 0.0946, 0.0781, 0.1147, -0.1567, 0.1381, 0.0863, 0.0996, 0.0739, 0.0858, 0.0962, 0.6248, -0.6076, -0.6512, 0.5546, 0.0764, 0.0806, 0.0774, 0.0408, 0.6098, -0.6317, -0.6345, 0.5925, 0.0532, 0.0762, 0.0793, 0.0741, 0.5679, -0.6410, -0.6343, 0.5711, 0.0731, 0.0784, 0.0774, 0.0752, 0.5479, -0.6574, -0.6503, 0.5592, 0.0683, 0.0731, 0.0736, 0.0712, 0.5392, -0.6666, -0.6867, 0.5368, 0.0687, 0.0689, 0.0724, -0.0105, 0.5302, -0.6807, -0.6679, 0.5412, 0.0703, -0.0104, 0.0723, 0.0700], "e_tot_ev": -348746.195, "total_charge": 1, "orbital_gap_ev": 8.2, "homo_ev": -10.8}

---

(2)
{"formula": "C36H69F4N4O14", "method": "ωB97M-V/def2-TZVPD", "elements": ["C", "C", "C", "F", "C", "N", "C", "N", "N", "C", "C", "O", "N", "C", "C", "C", "C", "O", "C", "F", "F", "F", "H", "H", "H", "H", "H", "H", "H", "H", "H", "H", "H", "H", "H", "H", "H", "H", "H", "H", "H", "H", "H", "O", "C", "O", "C", "C", "C", "H", "H", "H", "H", "H", "H", "H", "H", "O", "C", "O", "C", "C", "C", "H", "H", "H", "H", "H", "H", "H", "H", "O", "C", "O", "C", "C", "C", "H", "H", "H", "H", "H", "H", "H", "H", "O", "C", "O", "C", "C", "C", "H", "H", "H", "H", "H", "H", "H", "H", "O", "C", "O", "C", "C", "C", "H", "H", "H", "H", "H", "H", "H", "H", "O", "C", "O", "C", "C", "C", "H", "H", "H", "H", "H", "H", "H", "H"], "xyz": [[-5.12, 0.36, 1.04], [-3.87, -0.63, 0.52], [-3.48, -1.75, 1.62], [-1.98, -1.66, 1.84], [-3.96, -3.27, 1.40], [-2.65, -4.06, 1.62], [-2.33, -5.00, 0.44], [-1.59, -6.15, 0.41], [-3.09, -4.42, -0.78], [-2.34, -3.43, -1.62], [-0.71, -3.31, -1.23], [0.08, -4.35, -1.59], [-0.20, -2.05, -0.56], [-0.14, -0.87, -1.50], [1.08, -2.27, 0.21], [-4.35, -3.91, -0.04], [-5.59, -3.30, -0.94], [-6.46, -2.48, -0.09], [-7.55, -3.24, 0.53], [-7.63, -2.77, 1.96], [-7.35, -4.70, 0.60], [-8.89, -2.94, -0.09], [-4.94, 1.46, 0.61], [-5.09, 0.48, 2.22], [-6.16, 0.01, 0.65], [-2.94, 0.11, 0.43], [-4.09, -1.00, -0.56], [-3.94, -1.38, 2.66], [-4.73, -3.58, 2.23], [-2.87, -4.57, 2.51], [-1.32, -6.53, -0.54], [-1.35, -6.74, 1.24], [-2.79, -2.35, -1.67], [-2.35, -3.84, -2.74], [-0.90, -0.04, -1.09], [-0.57, -1.24, -2.54], [0.92, -0.39, -1.60], [1.88, -2.93, -0.33], [1.58, -1.19, 0.33], [0.91, -2.65, 1.32], [-4.82, -4.97, 0.28], [-6.16, -4.11, -1.59], [-5.08, -2.56, -1.73], [-0.70, 2.05, -2.00], [-0.85, 2.74, -0.99], [-2.08, 3.08, -0.57], [-2.36, 3.71, 0.70], [-2.22, 5.22, 0.59], [0.35, 3.29, -0.27], [-1.75, 3.29, 1.50], [-3.40, 3.47, 0.94], [-1.20, 5.51, 0.33], [-2.50, 5.70, 1.53], [-2.87, 5.61, -0.21], [0.66, 4.22, -0.76], [1.16, 2.56, -0.33], [0.18, 3.47, 0.79], [2.46, -4.16, 1.84], [2.35, -5.39, 1.84], [2.61, -6.10, 2.96], [2.33, -7.50, 3.11], [3.47, -8.35, 2.58], [2.03, -6.12, 0.57], [1.36, -7.76, 2.67], [2.23, -7.68, 4.19], [3.61, -8.19, 1.51], [3.27, -9.41, 2.75], [4.41, -8.08, 3.07], [2.95, -6.28, 0.00], [1.34, -5.50, -0.02], [1.52, -7.07, 0.73], [2.80, 5.78, 1.77], [3.82, 5.41, 1.18], [3.75, 4.40, 0.28], [4.83, 4.02, -0.59], [5.78, 3.05, 0.10], [5.15, 6.00, 1.51], [5.34, 4.90, -1.00], [4.37, 3.51, -1.45], [6.25, 3.51, 0.97], [6.56, 2.72, -0.59], [5.23, 2.18, 0.46], [5.57, 5.48, 2.38], [5.01, 7.06, 1.76], [5.86, 5.97, 0.69], [-3.39, 7.63, -0.09], [-3.59, 8.33, -1.08], [-4.55, 9.29, -1.06], [-4.74, 10.28, -2.08], [-5.61, 9.74, -3.20], [-2.86, 8.07, -2.36], [-3.78, 10.66, -2.44], [-5.25, 11.12, -1.61], [-5.15, 8.89, -3.70], [-5.80, 10.52, -3.95], [-6.57, 9.39, -2.80], [-3.37, 7.28, -2.92], [-1.84, 7.75, -2.12], [-2.75, 8.96, -2.99], [4.16, 1.00, 1.55], [4.16, 0.41, 2.63], [3.76, -0.88, 2.70], [3.90, -1.72, 3.87], [2.73, -1.54, 4.81], [4.50, 1.13, 3.90], [4.87, -1.55, 4.36], [3.92, -2.75, 3.51], [2.67, -0.51, 5.18], [2.81, -2.21, 5.66], [1.79, -1.74, 4.29], [3.61, 1.64, 4.27], [5.27, 1.87, 3.68], [4.91, 0.49, 4.68], [4.91, 0.28, -3.44], [4.47, -0.79, -3.84], [4.07, -0.93, -5.13], [3.72, -2.18, -5.75], [2.27, -2.54, -5.48], [4.28, -1.94, -2.90], [4.41, -2.97, -5.44], [3.87, -2.04, -6.82], [2.08, -2.67, -4.42], [2.00, -3.46, -6.00], [1.62, -1.73, -5.83], [3.32, -1.84, -2.39], [5.09, -1.92, -2.16], [4.34, -2.92, -3.38]], "lowdin_charge": [-0.0987, -0.1591, -0.1707, -0.1108, -0.1416, 0.1047, -0.1051, 0.2271, -0.0219, -0.0716, -0.2282, -0.0699, -0.1861, -0.0704, -0.0909, -0.1764, -0.0929, -0.0433, -0.2349, 0.0199, 0.0435, 0.0494, 0.0841, 0.0951, 0.0722, 0.1263, 0.0883, 0.1618, 0.1739, 0.1506, 0.1626, 0.1591, 0.1197, 0.1533, 0.0872, 0.1145, 0.1152, 0.0970, 0.1155, 0.0974, 0.1641, 0.1690, 0.1440, 0.0411, -0.5061, -0.0166, -0.2294, -0.0684, 0.0186, 0.1132, 0.1089, 0.0786, 0.0908, 0.0633, 0.1046, 0.0926, 0.0774, 0.0565, -0.4776, -0.0013, -0.2303, -0.0614, 0.0100, 0.1018, 0.1269, 0.0696, 0.0869, 0.0910, 0.1091, 0.0505, 0.0627, 0.0652, -0.5065, -0.0181, -0.2153, -0.0643, 0.0049, 0.1123, 0.1253, 0.0686, 0.0864, 0.0410, 0.0954, 0.0950, 0.0712, 0.0555, -0.4821, -0.0010, -0.2272, -0.0684, 0.0111, 0.1147, 0.1255, 0.0670, 0.0841, 0.0859, 0.0999, 0.0967, 0.0720, 0.0586, -0.4794, -0.0085, -0.2265, -0.0618, 0.0170, 0.1157, 0.1063, 0.0683, 0.0838, 0.0787, 0.1020, 0.0949, 0.0724, 0.0792, -0.5020, -0.0044, -0.2270, -0.0694, 0.0084, 0.1138, 0.1256, 0.0594, 0.0818, 0.0858, 0.0776, 0.0986, 0.0702], "e_tot_ev": -83930.990, "total_charge": 1, "orbital_gap_ev": 6.9, "homo_ev": -11.1}

---

(3)
{"formula": "C36H69F6N5O21P", "method": "ωB97M-V/def2-TZVPD", "elements": ["P", "F", "F", "F", "F", "F", "F", "C", "O", "H", "H", "H", "H", "C", "C", "C", "O", "C", "O", "O", "H", "H", "H", "H", "H", "H", "C", "C", "C", "O", "C", "O", "O", "H", "H", "H", "H", "H", "H", "C", "C", "C", "O", "C", "O", "O", "H", "H", "H", "H", "H", "H", "C", "C", "C", "O", "C", "O", "O", "H", "H", "H", "H", "H", "H", "C", "C", "C", "O", "C", "O", "O", "H", "H", "H", "H", "H", "H", "C", "O", "N", "C", "C", "H", "H", "H", "H", "H", "H", "H", "C", "O", "N", "C", "C", "H", "H", "H", "H", "H", "H", "H", "C", "O", "N", "C", "C", "H", "H", "H", "H", "H", "H", "H", "C", "O", "N", "C", "C", "H", "H", "H", "H", "H", "H", "H", "C", "O", "N", "C", "C", "H", "H", "H", "H", "H", "H", "H"], "xyz": [[22.00, 20.26, -16.85], [20.98, 19.85, -18.05], [20.72, 20.83, -16.05], [21.73, 18.81, -16.15], [22.97, 20.75, -15.68], [23.18, 19.54, -17.71], [22.36, 21.70, -17.54], [17.70, 18.63, -17.89], [18.16, 20.01, -17.93], [16.62, 18.66, -17.76], [17.91, 18.08, -18.80], [18.22, 18.16, -17.05], [19.10, 19.85, -18.15], [19.63, 18.38, -13.81], [19.86, 16.94, -14.21], [20.35, 16.06, -13.06], [19.40, 15.02, -12.92], [18.34, 15.27, -13.73], [17.37, 14.58, -13.78], [18.63, 16.30, -14.54], [18.96, 18.37, -12.95], [19.24, 18.95, -14.65], [20.55, 18.86, -13.49], [20.50, 16.86, -15.09], [20.44, 16.63, -12.13], [21.36, 15.72, -13.31], [26.04, 17.35, -19.22], [27.23, 18.16, -19.78], [27.80, 19.19, -18.81], [29.22, 18.88, -18.82], [29.46, 17.75, -19.52], [30.53, 17.22, -19.62], [28.30, 17.26, -20.01], [25.58, 16.70, -19.95], [25.30, 18.04, -18.80], [26.40, 16.80, -18.35], [27.03, 18.59, -20.76], [27.48, 19.18, -17.77], [27.71, 20.17, -19.27], [19.76, 23.10, -18.91], [20.77, 22.77, -20.01], [20.34, 21.76, -21.03], [20.47, 22.42, -22.31], [20.78, 23.74, -22.08], [20.87, 24.56, -22.94], [20.92, 23.98, -20.77], [20.00, 24.03, -18.40], [19.68, 22.28, -18.19], [18.76, 23.21, -19.36], [21.73, 22.52, -19.56], [19.33, 21.37, -20.88], [21.02, 20.91, -21.09], [18.19, 21.66, -14.65], [18.57, 22.94, -15.39], [17.51, 23.40, -16.40], [17.58, 24.81, -16.27], [18.05, 25.14, -15.04], [18.08, 26.23, -14.59], [18.44, 23.99, -14.42], [18.25, 20.87, -15.39], [17.18, 21.71, -14.25], [18.82, 21.47, -13.78], [19.59, 22.93, -15.77], [16.54, 22.92, -16.28], [17.82, 23.10, -17.40], [21.64, 17.21, -19.48], [21.52, 16.07, -20.49], [20.09, 15.99, -21.08], [20.25, 16.29, -22.45], [21.54, 16.44, -22.76], [21.99, 16.62, -23.84], [22.29, 16.40, -21.64], [22.67, 17.55, -19.38], [21.29, 16.89, -18.49], [21.06, 18.09, -19.75], [21.76, 15.13, -20.00], [19.44, 16.69, -20.56], [19.70, 14.97, -21.05], [21.12, 23.58, -12.04], [20.80, 24.40, -11.20], [21.56, 22.34, -11.76], [21.96, 21.44, -12.84], [21.56, 21.78, -10.41], [21.07, 23.78, -13.12], [21.71, 20.41, -12.59], [23.05, 21.48, -12.90], [21.54, 21.66, -13.82], [22.56, 21.82, -9.98], [20.85, 22.41, -9.88], [21.20, 20.75, -10.44], [23.85, 22.07, -22.75], [24.67, 22.64, -22.04], [23.36, 20.84, -22.44], [23.69, 20.16, -21.22], [22.38, 20.24, -23.35], [23.36, 22.48, -23.64], [24.66, 20.47, -20.83], [23.72, 19.07, -21.32], [22.98, 20.35, -20.41], [22.94, 19.63, -24.06], [21.73, 19.63, -22.72], [21.85, 21.00, -23.92], [23.06, 23.98, -15.14], [22.16, 24.80, -15.24], [23.99, 24.05, -14.15], [25.04, 23.06, -14.06], [23.95, 25.09, -13.14], [23.17, 23.10, -15.78], [26.03, 23.53, -14.08], [25.07, 22.38, -14.91], [24.96, 22.49, -13.13], [23.86, 24.67, -12.14], [24.95, 25.56, -13.17], [23.18, 25.84, -13.27], [25.72, 22.48, -17.69], [26.32, 21.60, -17.08], [26.20, 23.38, -18.56], [25.31, 24.31, -19.23], [27.60, 23.58, -18.84], [24.62, 22.43, -17.77], [24.27, 24.11, -18.97], [25.48, 24.17, -20.29], [25.58, 25.35, -19.00], [28.19, 22.76, -18.45], [27.72, 23.69, -19.92], [27.99, 24.54, -18.49], [25.92, 16.17, -14.43], [25.56, 15.01, -14.51], [25.24, 17.21, -14.93], [25.87, 18.49, -15.25], [23.93, 17.06, -15.53], [26.86, 16.45, -13.93], [26.85, 18.64, -14.81], [25.16, 19.26, -14.92], [25.86, 18.60, -16.33], [23.26, 17.76, -15.03], [23.85, 17.31, -16.59], [23.48, 16.08, -15.39]], "lowdin_charge": [0.2256, -0.1751, -0.1420, -0.1734, -0.1375, -0.1609, -0.1660, -0.1152, -0.1506, 0.0786, 0.0634, 0.0712, 0.0247, -0.0162, -0.3146, -0.0996, 0.0721, -0.5594, 0.1637, 0.0785, 0.1025, 0.0626, 0.0691, 0.1372, 0.1296, 0.1299, -0.0073, -0.3040, -0.0610, 0.0591, -0.5656, 0.1503, 0.0725, 0.0825, 0.0641, 0.0921, 0.1510, 0.1107, 0.1242, -0.0144, -0.2916, -0.0870, 0.0337, -0.5555, 0.1586, 0.0919, 0.1043, 0.0570, 0.0960, 0.1275, 0.1385, 0.0911, -0.0255, -0.2923, -0.1052, 0.0671, -0.5499, 0.1766, 0.0585, 0.0602, 0.0916, 0.0760, 0.1341, 0.1373, 0.0920, -0.0272, -0.2866, -0.0832, 0.0824, -0.5882, 0.1578, 0.0748, 0.0674, 0.0912, 0.0739, 0.1500, 0.1185, 0.1335, -0.3550, 0.0053, -0.1746, -0.0506, -0.0302, 0.1240, 0.0670, 0.0708, 0.0688, 0.0875, 0.0855, 0.0790, -0.3170, 0.0039, -0.1787, -0.0452, -0.0418, 0.1406, 0.0847, 0.0853, 0.0736, 0.0957, 0.0803, 0.0820, -0.3364, 0.0014, -0.1793, -0.0672, -0.0412, 0.1032, 0.0905, 0.0637, 0.0770, 0.0860, 0.0867, 0.0916, -0.3438, -0.0149, -0.1773, -0.0370, -0.0437, 0.1171, 0.0874, 0.0699, 0.0907, 0.0832, 0.0906, 0.0889, -0.3524, -0.0101, -0.1781, -0.0328, -0.0552, 0.1311, 0.0928, 0.0817, 0.0627, 0.0711, 0.0744, 0.0857], "e_tot_ev": -114504.187, "total_charge": -1, "orbital_gap_ev": 9.3, "homo_ev": -7.5}

---

Summary of max |F| in eV Å⁻¹
7.41 7.67 2.10
(order as listed above)